No. 1
The following is a DFT calculation (ωB97M-V/def2-TZVPD) of a structure of composition C45H109CrF6N8O18S2 at a distorted geometry.

- Frontier orbital gap (alpha / beta): 5.255 / 8.132 eV
- Energy: -6011.69587 hartree
- ⟨S²⟩: 8.754

ORCA input file:
```
! RIJCOSX wB97M-V def2-TZVPD def2/J DEFGRID3
* xyz 0 6
Cr -0.65 2.76 1.83
S 1.66 1.55 -0.18
S -0.06 -0.35 0.39
F 0.04 0.92 -2.25
F 1.09 -2.33 1.52
F -0.08 -1.28 3.09
F 0.54 3.02 -2.42
F 1.81 -0.57 2.41
F 2.03 1.46 -2.89
O -11.23 0.54 -3.39
O 5.18 5.23 -0.72
O 0.99 2.65 3.52
O 2.20 2.90 -0.02
O -0.74 -4.22 10.92
O -7.48 -6.38 -2.18
O -4.84 -0.63 -2.47
O -2.79 -1.17 4.02
O -1.92 -4.78 0.02
O 1.69 -2.93 6.42
O 9.31 -0.03 -6.63
O -1.51 -0.37 0.63
O -0.11 4.51 0.60
O 0.49 -1.05 -0.77
O 3.82 5.49 -3.68
O 3.59 2.00 -6.05
O 6.59 -2.00 -0.05
O 2.65 0.49 -0.07
N -3.89 -6.92 -0.89
N -7.76 -0.39 -2.73
N 6.57 1.84 -0.32
N 6.31 1.36 -6.41
N -2.51 2.79 0.67
N 0.37 1.37 0.66
N 1.72 -4.83 8.58
N -1.43 1.38 3.33
C -10.05 -0.13 -3.72
C -3.41 0.08 4.46
C 0.36 -5.14 10.79
C 2.36 2.99 3.48
C 1.54 5.98 -3.74
C 1.94 -2.40 5.18
C -0.77 1.64 4.60
C 1.59 -4.55 9.98
C 0.68 5.65 1.03
C -3.28 3.68 -1.41
C 3.21 7.64 -4.84
C -1.92 -4.88 11.42
C 6.18 0.45 -0.66
C 4.77 5.32 0.62
C -6.04 -6.70 -2.20
C 2.29 2.66 -6.22
C 1.05 1.78 -2.13
C 6.56 -0.68 0.41
C -1.19 4.77 -0.34
C -3.19 -2.31 4.72
C 2.95 6.61 -3.69
C 8.06 -0.19 -5.90
C 0.72 1.63 4.44
C 0.53 -4.40 7.87
C -5.26 -6.51 -0.80
C -8.75 0.63 -3.10
C -1.70 -3.56 0.62
C 0.72 -1.18 2.01
C 5.72 1.67 -5.12
C -2.12 3.46 -0.54
C -6.86 -0.75 -3.85
C 9.41 1.34 -6.93
C -3.54 -1.12 -1.88
C 7.78 -2.37 -0.81
C -3.02 -6.13 -1.81
C 4.48 2.66 -5.19
C -8.37 -7.34 -1.60
C 6.78 0.00 -6.64
C -2.67 -4.73 -1.18
C -2.89 1.31 3.46
C 0.77 -4.10 6.37
C -12.41 -0.10 -3.88
C 5.79 2.80 -1.04
C 6.22 4.29 -0.96
C -5.57 -1.53 -3.31
H 8.43 -3.11 -0.35
H -8.32 1.32 -3.82
H -3.14 0.20 5.50
H -4.16 4.15 -0.96
H 1.15 -5.05 5.98
H -1.57 -5.30 12.36
H 2.04 -5.74 8.31
H 5.50 5.34 1.43
H 1.41 5.39 -4.65
H 6.00 -0.68 -6.28
H -1.89 5.51 0.05
H 2.69 -1.63 5.36
H 5.89 2.58 -2.11
H 6.66 4.69 -1.88
H -5.62 -5.99 -2.91
H -7.44 -1.35 -4.55
H 2.28 8.20 -4.94
H -3.05 1.98 0.40
H 4.27 5.48 -2.83
H 4.57 3.62 -5.70
H 2.29 3.70 -6.52
H -3.32 -6.15 -2.86
H -1.23 2.51 5.06
H -5.84 -7.72 -2.53
H -3.49 -6.97 0.03
H -0.95 0.75 5.21
H -3.04 4.32 -2.27
H 1.22 0.72 4.08
H -7.99 -7.59 -0.61
H 6.61 1.85 -4.51
H 5.09 0.46 -0.77
H 9.30 2.05 -6.12
H 10.43 1.49 -7.28
H -1.14 -2.86 0.00
H 6.98 -0.18 -7.69
H 0.00 -3.51 8.21
H -4.50 0.04 4.46
H -3.67 -4.37 -0.92
H -5.71 -7.14 -0.04
H -7.23 -0.12 -1.92
H 8.46 -1.57 -1.11
H 4.39 6.30 0.89
H -3.78 -1.77 -1.03
H 1.65 2.22 -6.98
H 1.70 2.44 -5.33
H 2.52 -4.63 10.54
H 7.35 -2.63 -1.78
H 1.07 6.28 0.24
H 2.73 2.10 2.97
H -2.99 -0.25 -1.52
H -2.09 -6.69 -1.90
H 5.49 1.40 -6.99
H 4.12 4.49 0.88
H 7.51 -0.31 0.80
H 5.27 0.80 -4.65
H 6.62 2.02 0.67
H 1.12 1.96 5.40
H -9.98 -0.07 -4.81
H -6.55 0.08 -4.49
H 8.84 1.56 -7.84
H -3.26 2.29 3.73
H -2.25 -4.09 -1.96
H 2.33 -3.12 4.46
H -3.28 1.16 2.45
H -8.73 -8.24 -2.09
H 8.02 0.29 -4.92
H 6.48 0.25 -1.69
H -2.85 -1.66 -2.52
H -5.34 -5.47 -0.50
H 0.69 -5.52 11.75
H -5.05 -1.79 -4.24
H 0.09 6.36 1.63
H 5.79 -0.59 1.17
H -2.35 -5.63 10.76
H 4.04 8.33 -4.69
H -0.05 -6.04 10.34
H 1.11 -1.92 4.67
H -1.28 0.38 3.28
H -3.20 3.38 1.11
H -2.61 -2.97 0.79
H 2.97 3.03 4.38
H -12.69 -0.17 -4.93
H 4.22 2.78 -4.14
H -12.78 -1.01 -3.41
H -10.17 -1.18 -3.47
H -13.12 0.69 -3.63
H -1.19 -3.62 1.58
H 1.20 5.31 -2.96
H 1.53 5.30 1.61
H -0.18 -5.21 8.03
H 7.95 -1.24 -5.61
H -0.93 5.02 -1.37
H 2.65 3.81 2.82
H -0.14 -3.94 5.80
H 4.74 2.61 -0.83
H 3.12 7.13 -2.74
H -6.00 -2.33 -2.71
H -2.89 -3.14 4.08
H -3.74 2.76 -1.78
H -4.27 -2.28 4.66
H -1.43 2.81 -1.08
H 3.47 7.10 -5.75
H -2.76 -4.19 11.55
H 1.57 -3.46 10.04
H -9.26 -6.86 -1.19
H 0.74 6.72 -3.64
H 6.99 4.52 -0.22
H -9.09 1.20 -2.23
H -2.91 -2.44 5.77
*
```

These are the Löwdin partial charges, in e, on atoms 1 to 6:
1 Cr 0.45
2 S 0.57
3 S 0.76
4 F 0.10
5 F 0.17
6 F 0.10



No. 2
The following is a DFT calculation (ωB97M-V/def2-TZVPD) of a cluster of 10 separate species, C45H110N10O5 in total at a distorted geometry.

- Frontier orbital gap: 8.348 eV
- Relative energy (zero: lowest compared OMol25 entry of this formula, charge and spin): 123.3 kcal/mol
- Energy: -2704.17527 hartree

ORCA input file:
```
! RIJCOSX wB97M-V def2-TZVPD def2/J DEFGRID3
* xyz 0 1
O 5.18 -4.03 -1.60
O -1.76 5.30 4.17
O -6.84 -4.29 0.75
O -0.35 -0.25 2.36
O -3.35 1.03 4.63
N 5.60 1.02 -1.42
N 3.95 -2.41 5.09
N -2.78 -0.20 6.46
N -2.33 5.82 -0.71
N -4.82 3.18 -5.13
N -0.01 4.02 3.44
N -0.72 -0.70 0.15
N -5.76 -2.88 2.17
N 0.58 -6.00 -4.30
N 3.02 -3.59 -1.28
C -7.24 2.74 -5.41
C -1.00 -0.78 1.48
C -1.48 -1.53 -0.76
C -2.60 0.26 5.20
C 2.81 -5.77 -5.36
C -1.17 4.24 4.09
C 6.96 0.54 -1.54
C -1.68 -0.90 7.10
C 5.40 2.42 -1.05
C -5.52 -1.47 2.42
C 7.10 -0.64 -2.52
C 4.17 -3.48 -1.99
C 2.88 -4.14 0.04
C 4.71 0.06 -0.79
C 1.59 -6.66 -5.14
C 1.81 -3.06 -1.87
C 0.32 0.21 -0.32
C -2.74 6.94 -1.56
C 5.23 -2.13 4.42
C -0.19 -6.92 -3.46
C -3.98 -0.11 7.23
C 2.55 -0.58 4.23
C -3.78 4.18 -5.35
C 0.60 -7.25 -2.20
C -5.28 -3.85 3.14
C -2.40 7.20 1.37
C -6.16 3.79 -5.19
C 3.29 -1.16 5.42
C -0.25 -5.13 -5.12
C -3.71 4.68 -6.78
C 5.33 -2.91 3.14
C 0.70 5.13 2.79
C -4.68 2.50 -3.86
C -0.75 -3.90 -4.32
C -2.57 4.47 -1.26
C 5.15 -0.26 0.67
C -1.64 3.46 -0.60
C -6.65 -3.16 1.17
C -3.40 1.69 -3.64
C 6.31 3.35 -1.85
C 4.19 -3.28 6.24
C 2.96 -3.95 6.82
C -2.94 5.97 0.60
C -2.04 6.96 -2.91
C 0.79 2.82 3.58
H 1.05 2.40 2.60
H -1.11 -5.68 -5.52
H -1.14 -6.44 -3.24
H 2.05 0.33 4.55
H 3.74 -4.76 0.28
H 6.12 -2.37 5.03
H -5.82 -1.13 3.41
H -4.04 6.02 0.61
H -3.99 5.03 -4.66
H -6.40 4.38 -4.29
H -3.64 4.24 -1.29
H -2.27 -2.09 -0.27
H 4.38 2.72 -1.26
H 4.39 -0.51 1.40
H 2.28 -3.22 7.26
H -3.16 0.84 -4.28
H -1.93 -1.32 1.69
H -2.41 7.78 -3.53
H 5.42 -3.99 3.24
H 2.82 -3.38 0.83
H -0.20 1.15 -0.51
H -1.20 -3.20 -5.02
H 1.77 -1.24 3.86
H 5.57 0.67 1.09
H -1.51 3.29 4.54
H -2.39 6.09 -3.48
H 0.96 -0.15 -1.12
H 1.95 -2.70 -2.89
H 6.58 -1.52 -2.12
H 6.22 3.26 -2.93
H -5.66 -4.85 2.94
H 6.26 -2.63 2.62
H -0.61 3.78 -0.74
H -4.84 0.19 6.63
H -7.30 1.99 -4.62
H 1.28 5.67 3.55
H 3.67 -6.33 -5.74
H -0.32 -7.88 -3.98
H 3.71 0.48 -0.72
H -7.15 -2.28 0.74
H 0.00 -7.94 -1.59
H -6.22 4.36 -6.11
H 0.90 -3.65 -1.83
H 3.05 -5.16 -4.50
H 2.52 -5.11 -6.18
H 7.69 1.26 -1.91
H -2.26 4.57 -2.30
H -0.96 6.99 -2.92
H 3.29 -4.55 7.67
H -3.42 1.27 -2.63
H -2.51 2.31 -3.66
H -3.09 8.01 1.15
H 0.34 2.01 4.14
H -4.25 -1.06 7.70
H 1.51 -7.80 -2.43
H -0.76 -0.81 6.54
H -2.68 5.12 1.25
H -7.24 2.26 -6.38
H 1.94 -4.69 0.12
H -4.63 3.26 -3.06
H 3.21 -0.27 3.41
H -1.39 -4.15 -3.48
H 2.54 -1.34 6.20
H -1.69 2.55 -1.21
H -1.72 -0.18 4.71
H -8.21 3.26 -5.38
H -3.78 0.58 8.06
H -4.68 5.01 -7.14
H 5.01 -3.97 6.01
H -2.95 5.46 -6.86
H 5.60 2.62 0.01
H -1.38 7.45 1.11
H 3.98 -0.41 5.85
H 7.37 3.32 -1.58
H -2.82 3.86 -4.94
H 0.86 -6.41 -1.56
H -3.48 3.87 -7.47
H 4.52 -2.70 2.44
H 5.99 -0.96 0.65
H 6.01 4.37 -1.58
H -6.02 -0.75 1.77
H 2.46 -4.50 6.02
H 0.24 -4.76 -6.02
H 7.36 0.20 -0.57
H 4.64 -0.84 -1.40
H 0.19 -3.48 -3.96
H -4.19 -3.80 3.09
H -3.83 6.89 -1.70
H -4.45 -1.23 2.34
H -1.87 -1.98 7.21
H 5.43 -1.08 4.20
H 1.72 3.02 4.12
H 1.88 -7.56 -4.57
H -1.92 -0.84 -1.49
H -1.90 3.26 0.44
H 1.47 -2.16 -1.33
H -5.57 -3.51 4.13
H 4.69 -2.68 7.03
H -0.86 -2.23 -1.32
H 1.18 -7.09 -6.06
H 0.99 0.56 0.47
H 4.11 -2.96 -2.96
H 8.16 -0.90 -2.56
H 6.80 -0.34 -3.52
H -2.46 7.03 2.44
H -0.02 5.88 2.47
H -1.58 -0.59 8.14
H -2.52 7.88 -1.07
H 1.39 4.82 2.02
H -5.52 1.90 -3.52
*
```

These are the Löwdin partial charges, in e, on atoms 1 to 6:
1 O 0.00
2 O 0.01
3 O 0.01
4 O 0.00
5 O 0.01
6 N -0.20